Here is a structure of composition C35H28F3IrN2O10SSb2 from OMol25. Energies are from wB97M-V/def2-TZVPD.

Last column: Mulliken spin population.
Cartesian coordinates (Å):
S  2.085  -2.615  -0.663  0.02
C  -3.038  -0.129  2.117  0.10
H  0.239  -5.668  4.087  0.00
O  2.853  -1.366  -0.488  0.06
H  -8.673  -1.248  -0.941  0.00
H  -2.513  0.139  4.116  0.01
H  3.614  -1.540  3.426  0.00
O  -2.495  0.764  -3.186  0.03
H  2.903  3.626  -3.729  0.00
H  -2.818  -5.385  2.959  0.00
C  -1.481  0.778  -2.519  -0.02
C  1.046  -1.976  4.868  0.01
C  2.798  -3.348  -2.187  0.00
C  4.728  0.255  3.798  0.00
C  -5.603  -2.112  0.199  0.01
O  2.229  4.049  -5.995  0.01
H  1.168  -2.588  6.918  0.00
H  -2.067  -6.841  1.105  0.00
C  -7.604  -1.194  -0.771  0.00
C  0.821  -2.379  3.552  0.08
H  -4.928  0.719  -1.561  -0.01
O  -1.197  -0.046  -1.531  0.17
C  -2.019  -0.303  3.245  0.01
H  1.725  2.131  2.255  0.00
C  -6.866  -0.153  -1.314  0.00
H  0.624  -4.953  6.424  0.00
C  -2.175  -5.775  0.945  0.00
C  -1.884  -5.228  -0.298  0.00
O  2.211  -3.578  0.391  0.02
H  -0.762  1.331  2.549  0.00
C  2.559  1.604  2.704  -0.02
C  0.465  -4.633  4.308  0.01
H  -3.201  0.930  1.908  0.00
H  3.700  3.391  3.034  0.00
C  -5.492  -0.082  -1.107  -0.03
H  1.289  -0.943  5.091  0.00
Ir  0.975  0.031  -0.523  2.23
C  -4.866  -1.059  -0.344  0.09
H  -7.544  -2.993  0.402  0.00
H  -7.354  0.608  -1.910  0.00
H  0.413  -4.038  2.245  0.01
F  2.125  -4.445  -2.515  0.00
N  1.207  3.428  -5.772  0.00
H  5.619  2.194  4.024  0.00
C  -0.153  2.193  -4.117  0.00
H  -1.782  -3.435  -1.472  0.00
C  1.750  2.691  -2.179  0.03
C  3.669  2.314  3.142  0.00
H  5.576  -0.274  4.217  0.00
Sb  -2.782  -0.974  0.137  0.70
H  -3.998  -0.565  2.405  0.01
O  3.796  3.405  -1.406  0.03
F  4.075  -3.652  -2.006  0.00
C  2.527  0.217  2.824  0.01
C  -2.599  -4.960  1.987  0.00
C  0.680  -4.230  5.619  0.00
C  -2.025  -3.863  -0.507  -0.03
C  -2.736  -3.592  1.788  0.03
C  -2.461  -3.049  0.536  0.05
C  0.988  2.941  -4.403  0.05
C  4.750  1.640  3.691  0.00
H  -1.866  -1.357  3.495  0.00
N  2.862  2.655  -1.245  0.00
C  0.516  2.108  -1.795  -0.05
C  3.620  -0.459  3.359  0.01
H  -0.205  0.575  4.045  0.00
C  0.979  -2.903  5.898  0.00
H  -0.848  1.942  -4.908  0.00
C  -6.973  -2.174  -0.016  0.01
Sb  0.839  -0.831  2.073  0.13
O  2.826  1.806  -0.351  0.04
F  2.692  -2.457  -3.177  0.00
H  -5.120  -2.889  0.778  0.00
H  -1.544  -5.863  -1.107  0.00
C  1.970  3.151  -3.461  -0.02
H  -3.060  -2.964  2.611  0.00
O  0.352  3.184  -6.599  0.01
C  0.539  -3.710  3.270  -0.02
O  0.201  1.928  -0.532  0.09
O  0.704  -2.297  -1.071  0.04
C  -0.656  0.376  3.071  0.00
C  -0.373  1.752  -2.836  0.11

Properties
HOMO-LUMO gap (spin up / spin down) in eV: 7.087 / 7.005
HOMO (spin up / spin down) in eV: -7.78 / -9.21
Multiplicity: 5
Relative energy (zero: lowest compared OMol25 entry of this formula, charge and spin) in kcal per mole: 0.8
Expectation value of S²: 6.0277
Total energy in eV: -95096.0137

=====

Here is a cluster of 2 separate species, C2H3ClFN in total in a non-equilibrium geometry from OMol25. Energies are from wB97M-V/def2-TZVPD.

Last column: Löwdin charge in e.
Cartesian coordinates (Å):
F  1.187  -2.020  -0.388  0.02
C  1.384  -0.827  0.042  -0.11
Cl  -0.927  2.007  -1.371  0.54
N  -1.617  0.325  0.672  0.06
H  1.495  -0.540  1.116  0.07
C  -0.869  0.738  -0.177  -0.68
H  -2.567  0.391  0.726  0.02
H  1.915  -0.074  -0.619  0.07

Properties
HOMO-LUMO gap (spin up / spin down) in eV: 7.837 / 9.054
HOMO (spin up / spin down) in eV: -8.21 / -8.37
Relative energy (zero: lowest compared OMol25 entry of this formula, charge and spin) in kcal per mole: 89.1
Total energy in eV: -18847.8476

=====

Here is a structure of composition C19H25O4RuSi2 from OMol25. Energies are from wB97M-V/def2-TZVPD.

Last column: Mulliken spin population.
Cartesian coordinates (Å):
H  -2.345  1.989  0.723  -0.01
H  -1.850  0.405  0.072  0.00
O  1.830  0.239  2.346  0.18
Ru  1.771  0.389  0.200  1.37
H  0.385  1.425  -4.869  0.00
O  3.059  1.580  0.069  0.70
H  1.377  -2.084  -2.712  0.00
H  3.801  -0.289  -3.017  0.00
H  -1.747  -5.310  -0.088  0.00
H  0.252  -0.049  5.102  0.01
C  -0.682  3.201  -4.387  0.51
H  1.371  3.940  0.913  -0.01
C  -1.069  4.162  -3.295  0.43
Si  1.536  0.349  -2.146  -0.03
C  -2.648  -5.034  0.472  0.00
C  0.397  1.758  -2.755  0.58
H  -0.262  -2.130  4.774  0.09
C  0.227  -1.543  2.747  -0.19
H  -0.920  3.444  -5.415  0.05
C  -0.875  -2.970  1.074  -0.03
H  -1.420  0.836  1.722  0.00
H  1.770  0.784  4.683  0.01
H  3.653  1.463  -2.841  0.00
C  -0.795  3.844  -1.990  -0.13
H  0.557  3.118  2.248  0.00
H  -1.598  5.072  -3.552  0.04
C  -1.509  -3.707  2.081  0.19
C  -0.172  2.642  -1.631  0.53
C  -1.289  -3.395  3.408  -0.11
C  0.042  2.073  -4.063  -0.14
H  1.778  -0.929  5.149  0.00
H  -0.218  -1.418  -2.386  0.00
C  -0.434  -2.342  3.727  0.33
C  0.437  3.467  1.219  0.01
C  1.082  -0.481  3.131  0.34
O  0.515  -1.267  0.352  0.05
H  -1.118  4.525  -1.205  0.01
H  0.557  -1.126  -3.967  0.00
H  -3.103  -4.171  -0.027  0.00
C  0.731  -1.219  -2.889  0.03
C  -0.016  -1.900  1.362  0.14
H  -1.022  -3.177  0.022  0.00
C  3.133  0.564  -3.178  0.03
O  -2.372  -4.775  1.820  0.01
Si  0.099  1.965  0.112  -0.03
C  -1.549  1.237  0.712  0.04
C  1.221  -0.154  4.600  0.01
H  -0.374  4.203  1.189  0.00
H  -3.349  -5.870  0.452  0.00
H  -1.775  -3.976  4.184  -0.01
H  2.931  0.644  -4.252  0.00

Properties
HOMO-LUMO gap (spin up / spin down) in eV: 3.499 / 4.718
HOMO (spin up / spin down) in eV: 1.48 / -1.41
Multiplicity: 6
Relative energy (zero: lowest compared OMol25 entry of this formula, charge and spin) in kcal per mole: 40.0
Total charge: -2
Expectation value of S²: 8.8493
Total energy in eV: -46632.6957

=====

Which of these has the highest total energy?
C2H3ClFN